Density functional theory data (wB97M-V/def2-TZVPD) for C19H23N3O4S in the gas phase.

As for the HOMO energy: -8.5 eV. As for the relative energy (zero: lowest compared OMol25 entry of this formula, charge and spin): 18.05 kcal per mole. The value obtained for the molar mass is 389.48 u. As for the total energy: -1601.298198 Eh.

Structure (XYZ):
```
50
Properties=species:S:1:pos:R:3:forces:R:3:nbo_charge:R:1
C 0.86033 5.47835 -3.32765 0.2 -0.1 0.0 -0.616
C 1.86681 4.39029 -3.68194 -0.1 0.1 -0.2 -0.399
C 1.36352 3.43950 -4.76984 0.1 0.0 0.2 -0.383
C 0.06289 2.71968 -4.39039 0.0 0.2 0.0 -0.504
C 0.15636 2.05225 -3.03043 -0.1 0.1 -0.6 0.697
O -0.49621 2.40623 -2.07513 -0.1 0.1 0.3 -0.607
N 1.04987 1.01714 -3.01257 0.3 -0.2 -0.3 -0.610
C 1.41085 0.19475 -1.94705 0.0 -0.2 0.4 0.179
C 2.19490 -0.92745 -2.21738 -0.1 0.1 0.0 -0.256
C 2.56064 -1.78554 -1.20194 -0.1 0.0 0.3 -0.138
C 2.13511 -1.54969 0.10144 0.2 0.3 -0.3 -0.212
C 2.53169 -2.48069 1.18669 -0.1 0.0 0.1 0.677
O 3.64576 -2.92977 1.32509 0.2 -0.1 -0.1 -0.573
N 1.53479 -2.78742 2.09138 0.6 -0.2 0.5 -0.642
C 0.19271 -2.53913 1.96000 -1.0 -0.2 -1.1 0.243
N -0.56377 -2.12794 2.91232 0.6 0.1 0.6 -0.462
C -1.85553 -1.97594 2.51516 -0.4 -0.4 -0.6 0.142
C -2.84080 -1.36266 3.45008 0.0 0.2 -0.2 -0.535
C -3.02729 0.12313 3.15698 -0.2 -0.4 0.3 0.811
O -3.99460 0.75280 3.49079 -0.1 0.1 0.0 -0.600
O -1.97810 0.62186 2.51066 0.3 0.0 -0.1 -0.510
C -2.01270 2.00796 2.15396 -0.2 0.5 -0.1 -0.075
C -2.64487 2.21046 0.78567 0.1 -0.3 0.3 -0.634
C -2.09520 -2.31450 1.21985 0.2 -0.2 0.1 -0.442
S -0.65523 -2.85112 0.44315 -0.1 0.1 0.9 0.390
C 1.39149 -0.40377 0.37777 0.3 -0.2 -0.2 -0.101
C 1.03310 0.46319 -0.63260 -0.1 0.2 0.1 -0.267
H 0.53068 6.00223 -4.22256 -0.1 0.1 -0.1 0.198
H -0.00569 5.05267 -2.82857 -0.1 0.0 0.0 0.217
H 1.31423 6.20200 -2.65502 0.0 0.1 0.1 0.214
H 2.10730 3.81916 -2.78219 0.1 0.0 0.0 0.199
H 2.79126 4.85365 -4.03513 0.0 -0.1 0.1 0.206
H 1.18750 4.00394 -5.68832 0.0 -0.1 -0.1 0.210
H 2.14698 2.70671 -4.98206 0.0 0.0 -0.1 0.194
H -0.17561 1.96923 -5.14800 -0.1 0.0 0.0 0.222
H -0.75792 3.43490 -4.34924 0.0 -0.1 0.1 0.236
H 1.48182 0.77695 -3.89434 -0.1 0.1 0.1 0.398
H 2.51325 -1.12643 -3.23121 0.0 0.0 -0.1 0.209
H 3.16463 -2.65560 -1.40830 0.1 -0.1 0.0 0.231
H 1.83828 -3.21267 2.95957 0.0 0.1 -0.1 0.427
H -2.46718 -1.45062 4.47191 -0.1 0.0 0.0 0.259
H -3.81774 -1.84310 3.38950 0.0 0.1 0.1 0.246
H -2.57423 2.55336 2.91939 0.2 -0.1 -0.1 0.202
H -0.96927 2.32988 2.15631 -0.1 0.0 0.0 0.187
H -2.64012 3.26787 0.53872 0.0 0.1 -0.1 0.220
H -2.08878 1.67588 0.02007 0.0 0.0 -0.1 0.223
H -3.67281 1.85564 0.79486 -0.1 0.0 0.0 0.215
H -3.01721 -2.26380 0.67830 -0.3 0.1 -0.1 0.241
H 1.09383 -0.18131 1.39200 -0.1 0.0 0.1 0.221
H 0.45406 1.34385 -0.41327 0.0 0.0 0.0 0.253
```
Positions in Å, forces in eV/Å.